(1)
Here is C51H57HfN8O4P2 as an isolated structure in a non-equilibrium geometry from OMol25. Energies are from wB97M-V/def2-TZVPD.

Calculated values
spin multiplicity = 1
Kohn-Sham gap = 6.2279 eV
net charge = +3

Cartesian coordinates (Å):
1 Hf -0.3499 -0.8358 -0.6885
2 O 2.4280 -4.0636 0.5541
3 C 1.5124 -3.1452 0.4388
4 O 1.6197 -2.1406 -0.2851
5 C 0.2380 -3.3993 1.1346
6 C -0.0637 -4.4905 1.9384
7 C -1.3739 -4.6350 2.3835
8 C -2.3448 -3.7434 1.9520
9 C -1.9655 -2.6964 1.1120
10 N -0.6970 -2.5038 0.7683
11 C -2.9183 -1.7485 0.4018
12 O -4.1535 -2.3825 0.0892
13 O -2.2801 -1.1925 -0.6676
14 H 3.2404 -3.8893 0.0452
15 H 0.7031 -5.2073 2.1770
16 H -1.6413 -5.4624 3.0227
17 H -3.3808 -3.8640 2.2215
18 C 1.0345 2.7630 -0.2349
19 N 1.5607 2.5967 -1.5555
20 C 2.3789 3.6844 -2.0614
21 C 2.5474 3.3239 -3.5290
22 N 1.7899 2.0801 -3.6809
23 C 2.0875 1.3764 -4.9175
24 C 1.2240 1.7000 -2.5050
25 N 0.4256 0.6469 -2.2589
26 C -0.0651 0.0140 -3.5008
27 C -1.0179 -1.1531 -3.2452
28 N -0.3589 -2.2007 -2.4572
29 C 0.1982 -3.2305 -3.0690
30 N 0.6162 -3.3855 -4.3411
31 C 0.3578 -2.6878 -5.5819
32 C 1.2065 -4.7024 -4.5463
33 C 1.2994 -5.2812 -3.1388
34 N 0.5299 -4.3431 -2.3214
35 C -0.4786 -4.9572 -1.4759
36 H 0.4982 3.7142 -0.1580
37 H 1.8531 2.7725 0.4892
38 H 0.3478 1.9480 -0.0088
39 H 3.3290 3.7180 -1.5208
40 H 1.8604 4.6369 -1.9201
41 H 3.5954 3.1603 -3.7901
42 H 2.1419 4.0814 -4.2045
43 H 2.6603 2.0533 -5.5472
44 H 1.1963 1.1164 -5.4838
45 H 2.7019 0.4898 -4.7469
46 H 0.7925 -0.3749 -4.0554
47 H -0.5863 0.7619 -4.1141
48 H -1.3925 -1.5436 -4.1941
49 H -1.8893 -0.8135 -2.6690
50 H -0.5146 -3.1173 -6.0841
51 H 1.2196 -2.8344 -6.2349
52 H 0.2123 -1.6224 -5.4611
53 H 2.1850 -4.5943 -5.0159
54 H 0.5727 -5.2951 -5.2121
55 H 2.3270 -5.3139 -2.7713
56 H 0.8869 -6.2884 -3.0760
57 H -1.0319 -5.7202 -2.0335
58 H -1.1929 -4.2108 -1.1313
59 H 0.0082 -5.4399 -0.6292
60 C -1.6204 1.7195 2.3611
61 N -0.3407 2.3528 2.5413
62 C 0.7603 1.4762 2.8801
63 P 1.1449 0.0640 1.6757
64 C 2.8958 0.4380 1.2971
65 C 3.7854 0.7907 2.3124
66 C 5.1134 1.0394 2.0170
67 C 5.5664 0.9285 0.7107
68 C 4.6899 0.5655 -0.3013
69 C 3.3564 0.3233 -0.0113
70 C 1.3925 -1.3113 2.8672
71 C 0.3768 -1.6382 3.7662
72 C 0.5318 -2.6969 4.6420
73 C 1.6945 -3.4530 4.6257
74 C 2.6939 -3.1581 3.7133
75 C 2.5448 -2.0986 2.8349
76 C -0.3783 3.4855 3.4305
77 C -1.1637 3.4775 4.5785
78 C -1.2077 4.5946 5.3923
79 C -0.4684 5.7201 5.0710
80 C 0.3215 5.7240 3.9332
81 C 0.3703 4.6111 3.1125
82 P -1.8851 1.2181 0.5739
83 C -3.5948 0.6222 0.7438
84 C -4.6666 1.1837 0.1632
85 C -5.9402 0.5056 0.0909
86 C -6.0571 -0.7843 0.4092
87 C -4.9176 -1.5513 1.0032
88 C -3.6576 -0.7434 1.3468
89 C -2.1557 2.7698 -0.3401
90 C -2.2615 4.0420 0.2099
91 C -2.5616 5.1151 -0.6161
92 C -2.7540 4.9249 -1.9747
93 C -2.6218 3.6596 -2.5303
94 C -2.3178 2.5868 -1.7149
95 H -2.4263 2.4246 2.5966
96 H -1.7491 0.8214 2.9874
97 H 0.6160 1.0116 3.8703
98 H 1.6611 2.0992 2.9304
99 H 3.4504 0.8418 3.3378
100 H 5.7971 1.3106 2.8077
101 H 6.6049 1.1131 0.4847
102 H 5.0574 0.4621 -1.3121
103 H 2.6633 0.0218 -0.7925
104 H -0.5357 -1.0557 3.7828
105 H -0.2484 -2.9253 5.3519
106 H 1.8255 -4.2631 5.3241
107 H 3.5916 -3.7548 3.6784
108 H 3.3403 -1.8656 2.1417
109 H -1.7406 2.6039 4.8458
110 H -1.8192 4.5785 6.2794
111 H -0.5203 6.5931 5.7003
112 H 0.8937 6.6021 3.6817
113 H 0.9746 4.6207 2.2181
114 H -4.6031 2.1585 -0.2954
115 H -6.7823 1.0583 -0.2906
116 H -6.9808 -1.3213 0.2761
117 H -5.3023 -2.1701 1.8213
118 H -3.3356 -0.7680 2.3905
119 H -2.1115 4.2098 1.2650
120 H -2.6607 6.1039 -0.1955
121 H -3.0138 5.7619 -2.6020
122 H -2.7735 3.5168 -3.5891
123 H -2.2308 1.5788 -2.1137

Forces on the atoms, in the same order (eV/Å):
Hf 1.230 0.283 -0.123
O 0.031 -0.232 0.082
C 0.217 0.486 -0.747
O -0.414 -0.298 0.231
C -0.454 -0.453 0.446
C 0.418 0.591 -0.430
C -0.254 0.256 -0.108
C 0.308 0.098 -0.049
C -0.201 -0.236 -0.237
N 0.017 -0.557 0.160
C -1.071 -0.198 1.033
O 0.359 -0.193 -0.468
O -0.115 -0.710 0.008
H -0.242 0.233 0.001
H 0.103 -0.106 0.077
H -0.024 -0.089 0.046
H -0.149 -0.050 -0.010
C -0.123 -0.042 0.160
N -0.030 -0.189 -0.305
C 0.176 0.096 -0.027
C 0.117 0.338 0.004
N -0.183 0.006 0.169
C -0.081 -0.353 -0.283
C 0.243 0.524 0.429
N -0.087 -0.650 0.059
C 0.001 0.046 -0.517
C 0.380 0.210 -0.252
N -0.167 0.371 -0.191
C 0.512 -0.162 0.294
N -0.096 -0.087 0.393
C -0.103 0.315 -0.348
C 0.081 -0.427 -0.056
C 0.352 -0.037 0.026
N -0.068 0.274 -0.265
C -0.342 -0.115 0.170
H -0.066 -0.169 -0.003
H -0.042 -0.065 -0.008
H 0.199 0.254 0.008
H -0.068 0.068 -0.034
H 0.035 -0.077 0.018
H -0.092 -0.045 0.005
H 0.074 -0.045 0.074
H 0.006 0.002 0.075
H 0.032 -0.020 0.038
H -0.027 -0.017 -0.021
H -0.268 0.006 0.005
H 0.073 -0.117 0.023
H -0.184 0.216 0.220
H -0.134 -0.042 -0.346
H 0.034 0.059 0.041
H -0.046 0.044 0.055
H 0.015 -0.003 0.010
H -0.061 -0.004 0.003
H 0.032 0.009 0.028
H -0.009 -0.080 -0.138
H -0.021 0.091 0.024
H 0.011 0.032 0.041
H 0.095 -0.051 0.018
H -0.120 -0.035 -0.018
C 0.044 -0.292 -0.543
N 0.148 0.282 -0.155
C -0.219 -0.166 -0.032
P 0.984 0.166 0.778
C -0.225 -0.033 -0.428
C -0.078 -0.031 -0.089
C -0.012 0.020 0.073
C -0.052 -0.037 -0.085
C 0.121 0.036 -0.058
C -0.155 -0.031 0.085
C -0.230 -0.055 -0.202
C 0.093 0.086 -0.094
C -0.124 0.072 0.104
C 0.098 -0.004 -0.079
C -0.047 -0.085 0.033
C -0.090 0.257 0.114
C -0.074 0.308 0.045
C 0.158 -0.097 -0.153
C 0.010 0.042 0.057
C -0.064 0.001 0.009
C 0.058 0.050 0.058
C -0.091 -0.108 0.072
P -1.008 1.200 0.878
C 0.123 0.009 -0.354
C 0.824 0.065 0.422
C -0.424 -0.600 0.097
C 0.143 -0.011 -0.165
C -0.059 0.234 0.419
C -0.050 0.030 -0.206
C 0.324 -0.327 -0.131
C 0.009 -0.200 -0.011
C -0.025 0.055 0.021
C 0.038 -0.029 -0.018
C -0.032 0.014 -0.068
C 0.064 -0.069 0.204
H 0.148 -0.241 -0.037
H -0.156 0.101 0.002
H 0.049 -0.002 -0.110
H -0.151 -0.288 -0.018
H -0.007 0.047 0.136
H 0.044 0.013 0.047
H 0.106 0.028 -0.029
H -0.001 0.003 -0.091
H 0.214 0.091 -0.013
H -0.092 0.042 0.087
H -0.088 -0.019 0.083
H -0.005 -0.123 0.108
H 0.135 -0.053 0.061
H 0.077 0.034 -0.012
H -0.071 -0.103 0.011
H -0.084 0.039 0.126
H 0.036 0.115 0.082
H 0.085 0.116 -0.045
H 0.074 -0.028 -0.152
H 0.117 0.082 -0.094
H -0.168 0.028 -0.064
H -0.237 -0.005 0.004
H 0.134 0.069 -0.027
H -0.045 0.014 -0.016
H 0.007 0.021 0.160
H -0.002 0.084 0.064
H -0.005 0.119 -0.086
H -0.028 -0.019 -0.112
H -0.078 0.132 -0.153

(2)
Here is C51H59BrN3O2PRu as an isolated structure in a non-equilibrium geometry from OMol25. Energies are from wB97M-V/def2-TZVPD.

Calculated values
spin multiplicity = 5
Kohn-Sham gap (alpha / beta) = 6.6125 / 5.6731 eV
net charge = +2

Cartesian coordinates (Å):
1 Ru -0.4484 -0.5036 -1.1725
2 C 2.0236 -2.8202 5.5950
3 C 1.1124 -1.7563 4.9635
4 C -0.2533 -1.7662 5.6750
5 C 1.7552 -0.3826 5.1807
6 C 0.8744 -2.0696 3.5025
7 C 1.3058 -1.2183 2.4900
8 C 0.8073 -1.3750 1.2041
9 N 0.9681 -0.4995 0.1800
10 C 1.9250 0.4540 0.0592
11 C 3.2223 0.3590 0.5371
12 C 4.1158 1.3937 0.2988
13 C 3.6089 2.5606 -0.2986
14 C 2.3281 2.7145 -0.7919
15 C 1.4741 1.5690 -0.7558
16 O 0.3558 1.4203 -1.3824
17 C 1.9216 4.0823 -1.3119
18 C 0.4828 4.1096 -1.8204
19 C 2.8694 4.4975 -2.4478
20 C 2.0417 5.0873 -0.1527
21 C 5.5670 1.3236 0.7023
22 C 6.4562 1.7061 -0.4929
23 C 5.7937 2.3265 1.8463
24 C 5.9823 -0.0753 1.1651
25 C -0.1679 -2.3988 0.8951
26 O -0.7710 -2.3223 -0.2434
27 C -0.4338 -3.3937 1.8836
28 C 0.1036 -3.1927 3.1398
29 C -1.3652 -4.5399 1.5406
30 C -0.8299 -5.2672 0.2969
31 C -1.4813 -5.5534 2.6800
32 C -2.7591 -3.9573 1.2422
33 H 2.1864 -2.5684 6.6397
34 H 2.9880 -2.8454 5.0939
35 H 1.5810 -3.8103 5.5451
36 H -0.1351 -1.4187 6.6972
37 H -0.6870 -2.7606 5.7073
38 H -0.9553 -1.1054 5.1703
39 H 1.8361 -0.1946 6.2476
40 H 1.1520 0.4141 4.7493
41 H 2.7597 -0.3392 4.7667
42 H 1.9386 -0.3725 2.7025
43 H 3.5247 -0.5408 1.0446
44 H 4.2768 3.4013 -0.3812
45 H 0.3758 3.4751 -2.6961
46 H 0.2101 5.1250 -2.0959
47 H -0.2075 3.7722 -1.0486
48 H 2.8171 3.7864 -3.2701
49 H 3.9009 4.5559 -2.1104
50 H 2.5908 5.4792 -2.8202
51 H 1.4089 4.7891 0.6820
52 H 1.7234 6.0701 -0.4906
53 H 3.0653 5.1712 0.2013
54 H 6.2982 2.7310 -0.8148
55 H 6.2662 1.0426 -1.3341
56 H 7.5001 1.6045 -0.2069
57 H 5.5561 3.3401 1.5366
58 H 6.8349 2.2998 2.1545
59 H 5.1728 2.0754 2.7034
60 H 5.8086 -0.8114 0.3821
61 H 5.4600 -0.3805 2.0693
62 H 7.0459 -0.0727 1.3875
63 H -0.1049 -3.9099 3.9136
64 H 0.1506 -5.6902 0.5017
65 H -0.7485 -4.5898 -0.5497
66 H -1.5026 -6.0762 0.0272
67 H -0.5068 -5.9599 2.9374
68 H -2.1119 -6.3794 2.3643
69 H -1.9349 -5.1086 3.5620
70 H -2.7380 -3.3212 0.3592
71 H -3.1143 -3.3705 2.0872
72 H -3.4623 -4.7663 1.0668
73 Br 2.7295 -3.1746 -6.3907
74 C 1.8409 -2.4058 -4.9191
75 C 2.0165 -1.0584 -4.6016
76 C 1.3550 -0.5395 -3.5077
77 N 0.5534 -1.2750 -2.7303
78 C 0.3608 -2.5601 -3.0488
79 C 0.9824 -3.1648 -4.1224
80 H 2.6518 -0.4292 -5.2066
81 H 1.4623 0.5085 -3.2572
82 H -0.3258 -3.1190 -2.4248
83 H 0.7980 -4.2042 -4.3444
84 N -2.0386 -0.4161 -2.2729
85 P -3.3228 0.4466 -1.9355
86 C -4.8395 -0.4956 -1.6584
87 C -5.9105 0.1767 -1.0773
88 C -7.0873 -0.5076 -0.8428
89 C -7.1908 -1.8479 -1.1842
90 C -6.1202 -2.5086 -1.7659
91 C -4.9336 -1.8362 -2.0071
92 C -2.8391 1.2234 -0.3394
93 C -2.2409 0.3321 0.5731
94 C -1.6680 0.8370 1.7385
95 C -1.6845 2.2032 1.9842
96 C -2.3325 3.0605 1.1080
97 C -2.8982 2.5794 -0.0652
98 C -3.6023 1.7704 -3.1398
99 C -4.8322 1.9855 -3.7457
100 C -4.9570 3.0348 -4.6404
101 C -3.8685 3.8430 -4.9284
102 C -2.6343 3.5994 -4.3415
103 C -2.4945 2.5559 -3.4458
104 H -5.8179 1.2231 -0.8183
105 H -7.9211 0.0061 -0.3942
106 H -8.1144 -2.3732 -0.9966
107 H -6.2128 -3.5494 -2.0329
108 H -4.0884 -2.3311 -2.4659
109 H -2.4442 -0.7378 0.4657
110 H -1.2383 0.1585 2.4631
111 H -1.2159 2.5974 2.8730
112 H -2.3990 4.1138 1.3290
113 H -3.3873 3.2575 -0.7517
114 H -5.6773 1.3487 -3.5249
115 H -5.9087 3.2128 -5.1144
116 H -3.9797 4.6616 -5.6224
117 H -1.7829 4.2158 -4.5851
118 H -1.5461 2.3301 -2.9734

Forces on the atoms, in the same order (eV/Å):
Ru -2.310 0.352 -1.393
C -0.083 0.084 -0.168
C 0.094 -0.010 0.261
C 0.097 0.015 -0.124
C -0.100 -0.214 -0.109
C 0.288 0.572 -0.264
C -0.056 -0.035 -0.149
C -0.015 -0.101 0.497
N 0.386 -0.066 0.329
C 0.488 0.153 0.005
C -0.284 -0.067 -0.087
C -0.121 -0.395 0.166
C -0.628 0.361 -0.371
C 0.464 0.277 0.001
C 0.381 -0.190 0.370
O 0.016 -0.355 -0.142
C -0.002 0.214 -0.152
C 0.071 0.058 -0.004
C -0.144 -0.038 0.116
C -0.043 -0.132 -0.130
C 0.313 -0.008 0.095
C -0.162 -0.070 0.066
C -0.109 -0.112 -0.087
C -0.107 0.193 -0.072
C 0.343 0.159 0.355
O 0.112 0.167 -0.322
C -0.069 -0.177 0.512
C -0.439 -0.520 -0.614
C -0.129 -0.131 -0.109
C 0.008 0.104 0.091
C 0.052 0.239 -0.183
C 0.139 0.019 -0.009
H 0.016 -0.036 0.120
H 0.137 -0.033 -0.028
H -0.039 -0.160 0.012
H 0.028 0.014 0.123
H -0.076 -0.124 0.020
H -0.116 0.111 -0.017
H 0.013 0.008 0.094
H -0.037 0.124 -0.057
H 0.133 0.055 -0.083
H 0.000 0.076 0.067
H 0.068 -0.107 0.037
H 0.062 0.137 -0.007
H -0.113 -0.002 -0.078
H 0.036 0.146 -0.042
H -0.111 0.000 -0.037
H 0.013 -0.041 -0.120
H 0.096 0.009 -0.006
H -0.057 0.118 -0.076
H -0.042 0.002 0.096
H -0.033 0.115 -0.031
H 0.101 0.016 0.082
H -0.009 0.124 -0.063
H 0.034 -0.042 -0.126
H 0.087 0.011 0.012
H -0.003 0.158 -0.004
H 0.128 0.001 0.035
H -0.044 -0.003 0.139
H -0.013 -0.124 -0.030
H -0.064 -0.061 0.098
H 0.083 -0.012 0.040
H -0.159 -0.149 0.075
H 0.125 -0.105 -0.014
H -0.016 -0.075 -0.048
H -0.073 -0.114 -0.029
H 0.115 -0.083 0.112
H -0.080 -0.074 -0.040
H -0.039 0.011 0.160
H -0.084 -0.034 -0.007
H -0.102 0.037 0.116
H -0.110 -0.108 -0.013
Br -0.236 0.197 0.376
C -0.084 0.042 0.134
C -0.059 -0.353 -0.097
C 0.296 0.373 -0.233
N 0.342 -0.190 0.002
C -0.098 -0.479 -0.041
C 0.204 0.230 -0.224
H 0.006 0.065 0.042
H -0.034 -0.097 0.051
H 0.080 0.076 -0.002
H -0.039 -0.050 0.046
N 2.180 -0.913 0.524
P -1.348 1.292 0.628
C 0.614 0.368 -0.166
C 0.030 -0.074 -0.006
C -0.032 0.109 0.045
C 0.041 0.015 -0.022
C -0.023 -0.102 -0.007
C 0.085 0.082 -0.023
C -0.189 -0.232 -0.380
C -0.382 0.021 0.066
C 0.013 -0.049 -0.065
C 0.054 -0.056 -0.015
C 0.080 -0.027 -0.020
C -0.050 -0.177 -0.134
C 0.150 -0.700 0.468
C 0.026 0.018 0.069
C -0.079 0.006 -0.046
C -0.025 -0.029 -0.011
C 0.108 -0.037 0.049
C -0.043 0.002 0.036
H -0.062 0.075 0.081
H -0.143 0.047 0.065
H -0.069 -0.078 0.003
H 0.001 -0.114 -0.035
H 0.016 -0.075 -0.010
H 0.244 0.177 0.067
H 0.046 -0.027 0.049
H -0.024 0.020 0.118
H 0.048 0.142 0.055
H 0.042 0.026 -0.066
H -0.037 -0.009 -0.002
H -0.093 0.065 -0.075
H -0.007 0.070 -0.075
H 0.067 0.092 -0.033
H 0.075 0.124 -0.047

no.,M (g/mol)
1,1086.5
2,958.0